Entry 1:
C38H30BiBrF7N6O5PS as an isolated structure in a non-equilibrium geometry, computed with ωB97M-V/def2-TZVPD.

The geometry in XYZ format:
```
90
C38H30BiBrF7N6O5PS ωB97M-V/def2-TZVPD
Bi 0.090 0.509 0.577
C 5.792 -4.196 0.050
C 5.089 -4.013 -1.294
C 4.827 -5.326 -2.030
C 3.768 -6.149 -1.307
C 2.514 -5.337 -1.230
C 1.274 -5.935 -1.240
C 0.117 -5.154 -1.247
F -1.077 -5.761 -1.289
C 0.176 -3.787 -1.204
C 1.425 -3.157 -1.121
C 1.475 -1.727 -0.929
O 0.371 -1.072 -0.927
C 2.759 -1.172 -0.765
C 3.867 -1.984 -0.880
N 3.824 -3.291 -1.106
C 2.609 -3.930 -1.160
C 3.039 0.290 -0.564
O 4.157 0.714 -0.749
O 2.048 1.075 -0.246
H 6.707 -4.765 -0.087
H 5.153 -4.714 0.759
H 6.058 -3.230 0.474
H 5.718 -3.379 -1.932
H 5.760 -5.882 -2.109
H 4.470 -5.105 -3.040
H 4.110 -6.405 -0.302
H 3.578 -7.082 -1.840
H 1.176 -7.008 -1.240
H -0.718 -3.185 -1.230
H 4.837 -1.511 -0.800
Br -2.976 -1.287 -0.996
C -2.567 -1.627 0.809
C -3.512 -2.156 1.670
C -3.087 -2.488 2.950
C -1.739 -2.397 3.270
C -0.880 -1.838 2.337
N -1.316 -1.408 1.157
C 0.639 -1.820 2.505
O 1.145 -2.629 3.242
O 1.264 -0.995 1.739
H -4.532 -2.290 1.350
H -3.797 -2.854 3.674
H -1.343 -2.733 4.215
N -4.175 2.072 -1.228
C -5.290 1.508 -0.603
C -6.452 1.284 -1.328
C -7.558 0.719 -0.712
C -7.512 0.370 0.629
C -6.353 0.586 1.358
C -5.245 1.152 0.748
S -3.725 1.347 1.660
N -2.633 1.540 0.455
C -2.907 1.917 -0.736
C -1.809 2.176 -1.682
C -1.937 3.175 -2.647
C -0.939 3.316 -3.595
C 0.139 2.443 -3.574
C 0.214 1.522 -2.543
N -0.723 1.408 -1.616
H -4.286 2.283 -2.209
H -6.488 1.535 -2.379
H -8.462 0.566 -1.280
H -8.371 -0.081 1.100
H -6.300 0.331 2.404
H -2.779 3.848 -2.629
H -1.005 4.085 -4.349
H 0.910 2.491 -4.326
H 1.047 0.841 -2.451
F -0.756 3.174 1.384
P -0.647 3.011 3.031
F 0.847 2.376 2.781
F -1.243 1.460 2.909
F -2.152 3.544 3.147
F -0.040 4.488 3.097
F -0.502 2.824 4.598
N 2.953 3.432 1.087
C 2.251 4.564 0.981
C 1.370 4.765 -0.109
C 0.687 5.950 -0.228
C 0.842 6.959 0.724
C 1.702 6.774 1.805
C 2.405 5.601 1.932
H 3.532 3.280 1.896
H 2.729 2.622 0.513
H 1.238 3.974 -0.832
H 0.014 6.104 -1.061
H 0.277 7.875 0.632
H 1.803 7.550 2.549
H 3.042 5.430 2.784
```

- Energy: -6398.14703 hartree
- Lowest unoccupied orbital energy (spin up / spin down): -0.1463 / -0.2345 Ha
- Multiplicity: 2
- Gap between HOMO and LUMO (spin up / spin down): 4.1 / 1.7 eV
- Relative energy (zero: lowest compared OMol25 entry of this formula, charge and spin): 157.4 kJ/mol
- Charge: +1
- Max |F|: 2.0 eV Å⁻¹


Entry 2:
A 2-piece molecular cluster, C6H10BrCl3N2O overall in a non-equilibrium geometry, computed with ωB97M-V/def2-TZVPD.

The geometry in XYZ format:
```
23
C6H10BrCl3N2O ωB97M-V/def2-TZVPD
C 1.476 0.116 2.696
O 0.693 0.940 1.881
C 1.316 1.104 0.569
C 1.150 -0.180 -0.329
N -0.234 -0.360 -0.876
C -0.539 -1.249 -1.921
Br 0.767 -2.386 -2.528
C -1.768 -1.026 -2.329
Cl -2.711 -1.809 -3.484
N -2.318 -0.020 -1.458
C -1.217 0.544 -0.858
Cl -0.651 2.152 -2.101
H 0.866 -0.233 3.528
H 2.309 0.632 3.083
H 1.740 -0.749 2.030
H 0.994 1.975 0.091
H 2.442 0.994 0.619
H 1.932 -0.157 -1.121
H 1.351 -1.024 0.232
H -3.040 0.459 -1.839
H -1.389 1.078 0.030
Cl -2.026 -0.885 2.281
H -1.143 0.082 1.803
```

- Energy: -4373.90503 hartree
- Lowest unoccupied orbital energy: 0.0148 Ha
- Gap between HOMO and LUMO: 8.7 eV
- Relative energy (zero: lowest compared OMol25 entry of this formula, charge and spin): 0.0 kJ/mol
- Charge: 0
- Max |F|: 4.4 eV Å⁻¹
- Structure (SMILES): COCCN1C(Br)=C(Cl)N[C@@H]1Cl.Cl